A structure of composition C5H11NO at a distorted geometry. Source: the OMol25 dataset; level of theory: ωB97M-V/def2-TZVPD.

Calculated values
Kohn-Sham gap (spin up / spin down)	7.8 / 7.8	eV
net charge	0
energy above the lowest of the compared OMol25 structures with the same formula, charge and spin	5.095	eV
2S+1	1
molecular weight	101.1	g mol⁻¹

Positions of all 18 atoms, in Å:
C -0.04 -0.14 -1.82
C -0.46 -1.13 -0.98
N -1.75 0.26 0.61
C -0.98 -0.88 0.33
O 0.12 -2.37 -1.19
H -0.23 -3.00 -0.55
H -2.74 0.11 0.78
H -1.60 1.08 0.03
H -1.36 -1.76 0.85
H 0.51 -0.38 -2.72
H 1.38 0.47 -0.41
H -0.47 0.85 -1.75
C 1.50 0.60 0.73
C 1.24 1.85 1.21
H 1.69 2.23 2.12
H 2.37 0.08 1.12
H 0.40 -0.30 0.84
H 0.42 2.43 0.82

Okay, here come the Löwdin numbers, in e, for every atom: atom 1 (C): 0.01, atom 2 (C): -0.44, atom 3 (N): 0.02, atom 4 (C): -0.23, atom 5 (O): 0.02, atom 6 (H): 0.09, atom 7 (H): 0.08, atom 8 (H): 0.06, atom 9 (H): 0.12, atom 10 (H): 0.07, atom 11 (H): 0.08, atom 12 (H): 0.05, atom 13 (C): -0.19, atom 14 (C): -0.03, atom 15 (H): 0.04, atom 16 (H): 0.07, atom 17 (H): 0.14, atom 18 (H): 0.04

***

A structure of composition C21H16ClFeN4O4S3 at a distorted geometry. Source: the OMol25 dataset; level of theory: ωB97M-V/def2-TZVPD.

Calculated values
⟨S²⟩	1.125
Kohn-Sham gap (spin up / spin down)	7.4 / 7.7	eV
net charge	0
energy above the lowest of the compared OMol25 structures with the same formula, charge and spin	1.014	eV
2S+1	2
molecular weight	575.9	g mol⁻¹

Positions of all 50 atoms, in Å:
Fe 0.00 0.01 0.83
C -1.39 -3.88 4.51
S -0.28 -2.47 4.74
C -0.58 -1.57 3.29
S 0.48 -0.25 3.01
N -1.61 -1.87 2.56
N -1.64 -1.02 1.46
C -2.71 -1.06 0.78
C -2.78 -0.16 -0.38
C -3.93 0.04 -1.11
C -3.89 0.94 -2.17
C -2.70 1.60 -2.44
C -1.59 1.34 -1.65
N -1.63 0.47 -0.63
H -1.21 -4.53 5.36
H -2.43 -3.56 4.49
H -1.13 -4.38 3.58
H -3.53 -1.71 1.05
H -4.83 -0.50 -0.86
H -4.77 1.13 -2.76
H -2.62 2.31 -3.25
H -0.65 1.82 -1.82
S 2.99 1.98 -1.82
C 2.71 0.47 -2.61
C 3.38 -0.07 -3.71
C 2.96 -1.30 -4.18
C 1.90 -1.98 -3.56
C 1.25 -1.45 -2.47
C 1.67 -0.22 -1.98
N 1.12 0.48 -0.90
C 1.72 1.63 -0.73
C 1.24 2.51 0.34
C 1.67 3.82 0.50
C 1.14 4.59 1.53
C 0.19 4.03 2.37
C -0.22 2.71 2.22
C 0.30 1.92 1.20
H 4.19 0.47 -4.19
H 3.47 -1.74 -5.02
H 1.61 -2.95 -3.94
H 0.45 -1.98 -1.98
H 2.41 4.24 -0.17
H 1.48 5.60 1.67
H -0.23 4.63 3.18
H -0.94 2.30 2.91
O 2.69 -1.33 0.57
Cl 1.84 -2.50 0.56
O 2.13 -3.36 -0.54
O 1.89 -3.20 1.81
O 0.41 -2.01 0.38

Okay, here come the Löwdin numbers, in e, for every atom: atom 1 (Fe): 0.47, atom 2 (C): -0.39, atom 3 (S): 0.88, atom 4 (C): -1.06, atom 5 (S): 0.78, atom 6 (N): -0.02, atom 7 (N): -0.10, atom 8 (C): -0.03, atom 9 (C): -0.23, atom 10 (C): 0.00, atom 11 (C): -0.04, atom 12 (C): -0.03, atom 13 (C): -0.07, atom 14 (N): 0.09, atom 15 (H): 0.03, atom 16 (H): 0.03, atom 17 (H): 0.04, atom 18 (H): 0.14, atom 19 (H): 0.12, atom 20 (H): 0.11, atom 21 (H): 0.11, atom 22 (H): 0.11, atom 23 (S): 1.15, atom 24 (C): -0.45, atom 25 (C): -0.08, atom 26 (C): -0.08, atom 27 (C): -0.06, atom 28 (C): -0.03, atom 29 (C): -0.28, atom 30 (N): 0.01, atom 31 (C): -0.53, atom 32 (C): -0.24, atom 33 (C): -0.05, atom 34 (C): -0.08, atom 35 (C): -0.07, atom 36 (C): -0.12, atom 37 (C): -0.20, atom 38 (H): 0.11, atom 39 (H): 0.10, atom 40 (H): 0.11, atom 41 (H): 0.10, atom 42 (H): 0.10, atom 43 (H): 0.10, atom 44 (H): 0.10, atom 45 (H): 0.09, atom 46 (O): -0.33, atom 47 (Cl): 0.71, atom 48 (O): -0.30, atom 49 (O): -0.31, atom 50 (O): -0.44

***

A structure of composition C21H11ClMnN2O6S2. Source: the OMol25 dataset; level of theory: ωB97M-V/def2-TZVPD.

Calculated values
⟨S²⟩	8.754
Kohn-Sham gap (spin up / spin down)	6.6 / 6.6	eV
net charge	-2
energy above the lowest of the compared OMol25 structures with the same formula, charge and spin	0.000	eV
2S+1	6
molecular weight	541.9	g mol⁻¹

Positions of all 44 atoms, in Å:
Mn 1.63 -1.07 -0.97
O -3.90 -3.39 3.07
C -3.78 -3.55 1.84
O -4.53 -4.13 1.03
C -2.48 -2.95 1.23
C -1.58 -2.27 2.04
C -0.44 -1.73 1.48
N -0.15 -1.84 0.18
C -1.01 -2.49 -0.61
C -2.18 -3.05 -0.12
C -0.63 -2.57 -2.09
O -1.40 -3.12 -2.86
O 0.48 -1.99 -2.39
H -1.80 -2.17 3.10
H 0.28 -1.18 2.08
H -2.85 -3.56 -0.79
S 3.70 -0.55 -3.19
C 2.99 0.87 -2.64
N 2.05 0.93 -1.71
C 1.65 2.21 -1.42
C 0.71 2.56 -0.45
C 0.39 3.90 -0.27
C 1.01 4.89 -1.04
C 1.95 4.55 -2.00
C 2.27 3.22 -2.18
S 3.41 2.47 -3.26
H 0.25 1.79 0.15
H -0.34 4.18 0.47
H 0.75 5.93 -0.89
H 2.44 5.32 -2.59
Cl 7.04 -0.70 5.76
C 5.88 -0.73 4.45
C 6.00 -1.69 3.46
C 5.08 -1.71 2.43
C 4.05 -0.78 2.38
C 3.95 0.18 3.39
C 4.86 0.21 4.43
C 3.05 -0.79 1.25
O 2.15 0.07 1.24
O 3.19 -1.69 0.38
H 6.81 -2.41 3.51
H 5.14 -2.44 1.64
H 3.14 0.90 3.33
H 4.79 0.95 5.21

Okay, here come the Löwdin numbers, in e, for every atom: atom 1 (Mn): 0.92, atom 2 (O): -0.08, atom 3 (C): -0.70, atom 4 (O): -0.06, atom 5 (C): -0.10, atom 6 (C): -0.01, atom 7 (C): -0.11, atom 8 (N): 0.04, atom 9 (C): -0.17, atom 10 (C): 0.05, atom 11 (C): -0.61, atom 12 (O): 0.02, atom 13 (O): -0.15, atom 14 (H): 0.10, atom 15 (H): 0.09, atom 16 (H): 0.12, atom 17 (S): 0.49, atom 18 (C): -1.19, atom 19 (N): -0.09, atom 20 (C): -0.31, atom 21 (C): -0.02, atom 22 (C): -0.10, atom 23 (C): -0.13, atom 24 (C): -0.12, atom 25 (C): -0.49, atom 26 (S): 0.96, atom 27 (H): 0.11, atom 28 (H): 0.09, atom 29 (H): 0.09, atom 30 (H): 0.09, atom 31 (Cl): 0.61, atom 32 (C): -0.67, atom 33 (C): -0.11, atom 34 (C): -0.01, atom 35 (C): -0.12, atom 36 (C): -0.01, atom 37 (C): -0.11, atom 38 (C): -0.63, atom 39 (O): -0.04, atom 40 (O): -0.09, atom 41 (H): 0.10, atom 42 (H): 0.12, atom 43 (H): 0.12, atom 44 (H): 0.10

***

A cluster of 7 separate species, C24H45B2ClI2N2O14S in total at a distorted geometry. Source: the OMol25 dataset; level of theory: ωB97M-V/def2-TZVPD.

Calculated values
Kohn-Sham gap	8.0	eV
net charge	0
energy above the lowest of the compared OMol25 structures with the same formula, charge and spin	0.000	eV
2S+1	1
molecular weight	928.6	g mol⁻¹

Positions of all 91 atoms, in Å:
C -1.38 -4.41 3.05
C -1.75 -3.12 2.34
N -1.75 -3.31 0.88
C -0.71 -2.63 0.18
C 0.27 -3.39 -0.47
O 0.19 -4.75 -0.42
B -0.73 -5.28 -1.36
O -0.65 -4.97 -2.69
O -1.66 -6.14 -0.88
C 1.34 -2.78 -1.14
C 2.39 -3.65 -1.76
C 3.48 -4.00 -0.70
C 4.89 -3.77 -1.19
Cl 3.29 -5.67 -0.06
C 1.39 -1.38 -1.16
I 2.96 -0.41 -2.17
C 0.42 -0.60 -0.52
C -0.62 -1.24 0.14
S -1.86 -0.29 0.96
C -1.86 1.18 -0.02
C -0.67 1.54 -0.65
C -0.62 2.69 -1.43
C -1.74 3.49 -1.57
O -1.63 4.61 -2.37
B -1.19 5.74 -1.72
O -1.98 6.87 -1.67
O 0.09 5.77 -1.14
C -2.92 3.13 -0.93
I -4.56 4.43 -1.23
C -3.03 1.96 -0.15
C -4.35 1.58 0.48
C -4.95 0.39 -0.28
C -4.26 1.37 2.03
C -4.77 0.04 2.57
N 0.56 0.82 -0.55
O 1.32 1.24 0.60
C 2.22 2.29 0.23
C 3.57 2.09 0.88
C 4.37 3.39 0.79
O 3.39 1.69 2.24
H -0.34 -4.69 2.85
H -1.99 -5.23 2.66
H -1.50 -4.32 4.12
H -2.77 -2.88 2.64
H -1.11 -2.31 2.66
H -2.65 -3.13 0.47
H -1.14 -4.17 -2.91
H -1.42 -6.36 0.03
H 1.95 -4.58 -2.11
H 2.88 -3.14 -2.58
H 3.33 -3.35 0.16
H 5.07 -4.19 -2.17
H 5.16 -2.72 -1.14
H 5.57 -4.27 -0.50
H 0.30 2.96 -1.91
H -1.98 7.24 -0.79
H -0.05 5.95 -0.21
H -5.06 2.38 0.35
H -4.92 0.64 -1.34
H -6.00 0.27 -0.04
H -4.39 -0.53 -0.14
H -3.23 1.50 2.36
H -4.84 2.14 2.53
H -4.30 -0.82 2.10
H -5.85 -0.05 2.43
H -4.59 -0.03 3.64
H 2.33 2.35 -0.85
H 1.77 3.23 0.55
H 4.10 1.31 0.34
H 3.79 4.12 0.22
H 5.30 3.25 0.24
H 4.55 3.83 1.77
H 3.53 0.74 2.29
O -6.05 6.38 -3.58
H -5.28 6.93 -3.41
H -5.68 5.58 -3.98
O 1.65 4.89 -3.42
H 0.90 5.39 -3.07
H 2.08 5.49 -4.04
O 5.91 0.56 3.70
H 6.78 0.93 3.50
H 5.31 1.31 3.59
O 0.69 0.49 3.57
H 1.42 0.84 4.08
H 0.77 0.93 2.72
O -2.86 -2.91 -3.19
H -2.92 -1.97 -3.35
H -2.96 -3.32 -4.06
O 7.52 -3.59 1.00
H 7.11 -3.10 1.72
H 7.62 -4.48 1.34

Okay, here come the Löwdin numbers, in e, for every atom: atom 1 (C): -0.08, atom 2 (C): -0.27, atom 3 (N): 0.01, atom 4 (C): -0.19, atom 5 (C): -0.16, atom 6 (O): 0.13, atom 7 (B): -0.81, atom 8 (O): 0.20, atom 9 (O): 0.22, atom 10 (C): -0.19, atom 11 (C): -0.19, atom 12 (C): -0.71, atom 13 (C): -0.14, atom 14 (Cl): 0.62, atom 15 (C): -0.49, atom 16 (I): 1.07, atom 17 (C): -0.26, atom 18 (C): -0.33, atom 19 (S): 1.14, atom 20 (C): -0.33, atom 21 (C): -0.18, atom 22 (C): 0.09, atom 23 (C): -0.31, atom 24 (O): 0.11, atom 25 (B): -0.83, atom 26 (O): 0.17, atom 27 (O): 0.16, atom 28 (C): -0.48, atom 29 (I): 1.14, atom 30 (C): -0.23, atom 31 (C): -0.37, atom 32 (C): -0.06, atom 33 (C): -0.22, atom 34 (C): -0.12, atom 35 (N): -0.09, atom 36 (O): -0.09, atom 37 (C): -0.18, atom 38 (C): -0.41, atom 39 (C): -0.02, atom 40 (O): -0.04, atom 41 (H): 0.07, atom 42 (H): 0.07, atom 43 (H): 0.07, atom 44 (H): 0.10, atom 45 (H): 0.10, atom 46 (H): 0.12, atom 47 (H): 0.08, atom 48 (H): 0.11, atom 49 (H): 0.10, atom 50 (H): 0.05, atom 51 (H): 0.10, atom 52 (H): 0.09, atom 53 (H): 0.06, atom 54 (H): 0.04, atom 55 (H): 0.13, atom 56 (H): 0.11, atom 57 (H): 0.12, atom 58 (H): 0.03, atom 59 (H): 0.08, atom 60 (H): 0.08, atom 61 (H): 0.05, atom 62 (H): 0.09, atom 63 (H): 0.11, atom 64 (H): 0.03, atom 65 (H): 0.08, atom 66 (H): 0.08, atom 67 (H): 0.09, atom 68 (H): 0.13, atom 69 (H): 0.11, atom 70 (H): 0.07, atom 71 (H): 0.08, atom 72 (H): 0.08, atom 73 (H): 0.09, atom 74 (O): -0.11, atom 75 (H): 0.02, atom 76 (H): 0.01, atom 77 (O): -0.04, atom 78 (H): 0.00, atom 79 (H): 0.04, atom 80 (O): -0.06, atom 81 (H): 0.03, atom 82 (H): 0.01, atom 83 (O): -0.07, atom 84 (H): 0.02, atom 85 (H): 0.00, atom 86 (O): -0.03, atom 87 (H): 0.05, atom 88 (H): 0.06, atom 89 (O): -0.06, atom 90 (H): 0.04, atom 91 (H): 0.04

***

- The highest 2S+1 belongs to which entry?
  C21H11ClMnN2O6S2

***

- Which formula does entry 2 have?
  C21H16ClFeN4O4S3

***

- What is the formula in the third record?
  C21H11ClMnN2O6S2